Version A
{
  "formula": "C3H10N4",
  "method": "wB97M-V/def2-TZVPD",
  "symbols": ["N", "N", "N", "N", "C", "C", "C", "H", "H", "H", "H", "H", "H", "H", "H", "H", "H"],
  "coordinates": [[1.432, 1.198, 0.682], [-1.051, 0.085, 0.180], [0.179, -0.295, -0.485], [2.341, -0.797, -0.342], [-1.852, -1.004, 0.763], [-1.808, 0.908, -0.756], [1.432, 0.015, -0.032], [0.141, -1.200, -1.036], [-2.261, 0.332, -1.670], [-1.931, -1.897, 0.179], [-2.662, 1.139, -0.160], [2.146, -1.422, -1.235], [-1.191, 1.820, -1.184], [0.445, 0.969, 1.194], [2.346, 1.225, 1.269], [-2.843, -0.444, 1.081], [-1.129, -1.370, 1.472]],
  "spin_multiplicity": 1,
  "smiles": "[H]/N=C(/N)NN(C)C",
  "gap_ha": 0.3367,
  "mol_weight_g_mol": 102.14
}

Version B
{
  "formula": "C3H10N4",
  "method": "wB97M-V/def2-TZVPD",
  "symbols": ["N", "N", "N", "N", "C", "C", "C", "H", "H", "H", "H", "H", "H", "H", "H", "H", "H"],
  "coordinates": [[-0.690, -0.136, -1.772], [-1.246, 1.923, -1.284], [-0.265, 0.744, 0.471], [-0.224, -1.737, 0.859], [1.766, -0.385, 1.198], [-0.532, 0.791, -0.762], [0.235, -0.399, 1.206], [-1.374, 0.496, -2.387], [0.157, -2.047, -0.027], [-0.784, 2.399, -2.049], [-1.236, -1.778, 0.817], [2.127, 0.580, 1.545], [-0.670, -1.113, -1.521], [2.142, -1.170, 1.851], [-0.101, -0.232, 2.238], [-1.443, 2.615, -0.570], [2.137, -0.550, 0.187]],
  "spin_multiplicity": 1,
  "smiles": "C[C@H](N)N=C(N)N",
  "gap_ha": 0.3597,
  "mol_weight_g_mol": 102.14
}

version B comes first in stability; the runner-up is 53.7 kcal/mol higher.

Version A
{
  "formula": "C3H10N4",
  "method": "wB97M-V/def2-TZVPD",
  "symbols": ["N", "N", "N", "N", "C", "C", "C", "H", "H", "H", "H", "H", "H", "H", "H", "H", "H"],
  "coordinates": [[0.891, 0.087, 0.286], [1.598, 1.271, 0.302], [1.811, -1.072, -0.094], [1.307, -2.134, -0.447], [-1.333, -0.978, 0.439], [-1.167, 1.517, -0.147], [-0.430, 0.019, -0.279], [2.021, -2.857, -0.646], [2.290, 1.202, 1.045], [-0.626, 2.255, -0.742], [-1.211, 1.828, 0.899], [2.110, 1.350, -0.576], [-2.177, 1.428, -0.554], [-2.363, -0.907, 0.076], [-1.332, -0.795, 1.517], [-1.023, -2.013, 0.273], [-0.366, -0.199, -1.351]],
  "spin_multiplicity": 1,
  "smiles": "[H]/N=N/N(N)C(C)C",
  "gap_ha": 0.3680,
  "mol_weight_g_mol": 102.14
}

Version B
{
  "formula": "C3H10N4",
  "method": "wB97M-V/def2-TZVPD",
  "symbols": ["N", "N", "N", "N", "C", "C", "C", "H", "H", "H", "H", "H", "H", "H", "H", "H", "H"],
  "coordinates": [[-3.509, 0.759, 0.543], [-1.402, 0.448, -0.162], [-2.561, 1.046, -0.195], [-1.062, -0.666, 0.668], [0.238, -1.148, 0.340], [1.390, 0.049, 0.258], [1.855, 0.468, -1.132], [1.159, 1.171, -1.585], [-3.344, -0.036, 1.186], [1.182, 0.914, 0.895], [-0.590, 0.666, -0.808], [0.203, -1.605, -0.651], [0.521, -1.878, 1.099], [2.818, 0.976, -1.069], [1.961, -0.396, -1.789], [-1.099, -0.348, 1.640], [2.239, -0.419, 0.763]],
  "spin_multiplicity": 1,
  "smiles": "[H]/N=N\\NNCCC",
  "gap_ha": 0.3492,
  "mol_weight_g_mol": 102.14
}

Version C
{
  "formula": "C3H10N4",
  "method": "wB97M-V/def2-TZVPD",
  "symbols": ["N", "N", "N", "N", "C", "C", "C", "H", "H", "H", "H", "H", "H", "H", "H", "H", "H"],
  "coordinates": [[-2.668, 1.016, -0.113], [-0.358, -0.376, -0.014], [-1.385, 1.738, -0.343], [1.164, -0.473, 0.019], [1.667, -1.053, 1.340], [1.581, -1.508, -1.042], [-0.344, 0.993, 0.037], [1.659, -2.793, -0.734], [0.524, 1.647, 0.409], [2.653, -1.279, 1.515], [1.321, -2.149, 1.559], [-1.447, 2.633, -0.045], [1.266, -1.108, -2.080], [1.213, -0.343, 2.121], [-2.268, 0.243, 0.459], [2.851, -1.199, -1.095], [-2.458, 0.423, -0.967]],
  "spin_multiplicity": 1,
  "smiles": "CN(C)/N=C/NN",
  "gap_ha": 0.3502,
  "mol_weight_g_mol": 102.14
}

version A comes first in stability; the runner-up is 8.4 kcal/mol higher.

Version A
{
  "formula": "C3H10N4",
  "method": "wB97M-V/def2-TZVPD",
  "symbols": ["N", "N", "N", "N", "C", "C", "C", "H", "H", "H", "H", "H", "H", "H", "H", "H", "H"],
  "coordinates": [[-0.501, -1.135, -1.066], [-2.082, 1.127, 1.594], [1.046, -2.506, -2.162], [0.145, 1.006, 0.888], [1.497, 1.315, 1.279], [0.225, -1.382, -2.115], [-0.865, 1.541, 1.642], [1.584, -2.570, -3.012], [-0.089, 0.177, 0.416], [1.644, 2.404, 1.317], [2.232, 0.890, 0.581], [-1.072, -0.322, -1.306], [0.268, -0.766, -3.051], [1.721, 0.914, 2.296], [-2.625, 1.694, 2.207], [1.431, -3.022, -1.398], [-0.493, 2.321, 2.332]],
  "spin_multiplicity": 1,
  "smiles": "[H]/N=C/NC.[H]/N=C/N",
  "gap_ha": 0.3415,
  "mol_weight_g_mol": 102.14
}

Version B
{
  "formula": "C3H10N4",
  "method": "wB97M-V/def2-TZVPD",
  "symbols": ["N", "N", "N", "N", "C", "C", "C", "H", "H", "H", "H", "H", "H", "H", "H", "H", "H"],
  "coordinates": [[-1.542, -0.968, -0.105], [2.102, 0.898, -0.352], [1.017, -0.868, -1.454], [-0.739, -0.119, 0.741], [0.759, -0.559, 1.013], [-1.022, 1.307, 0.627], [1.239, -0.089, -0.338], [2.545, 0.940, -1.272], [-1.820, -1.793, 0.435], [1.069, -0.352, -2.323], [-0.336, 1.893, 1.247], [-0.924, 1.655, -0.409], [0.859, -1.641, 1.144], [-2.433, -0.528, -0.357], [0.112, -1.340, -1.376], [1.160, 0.051, 1.825], [-2.047, 1.514, 0.955]],
  "spin_multiplicity": 1,
  "smiles": "[H]/N=C(\\N)CN(C)N",
  "gap_ha": 0.3089,
  "mol_weight_g_mol": 102.14
}

version A comes first in stability; the runner-up is 35.0 kcal/mol higher.

Version A
{
  "formula": "C3H4O3Tl",
  "method": "wB97M-V/def2-TZVPD",
  "symbols": ["Tl", "O", "O", "O", "C", "C", "C", "H", "H", "H", "H"],
  "coordinates": [[3.618, 0.567, -1.248], [2.426, 0.164, 0.777], [0.365, -0.645, 0.796], [1.043, 0.695, -0.876], [1.284, 0.179, 0.253], [-1.640, 0.536, 0.089], [-0.907, -0.755, 0.151], [-1.888, 1.060, 1.015], [-0.758, -1.164, -0.859], [-1.456, -1.500, 0.752], [-2.088, 0.862, -0.851]],
  "spin_multiplicity": 2,
  "gap_ha": [0.2875, 0.3463],
  "mol_weight_g_mol": 292.44
}

Version B
{
  "formula": "C3H4O3Tl",
  "method": "wB97M-V/def2-TZVPD",
  "symbols": ["Tl", "O", "O", "O", "C", "C", "C", "H", "H", "H", "H"],
  "coordinates": [[-1.606, -1.898, 1.627], [1.702, -0.788, 0.377], [-0.106, 0.191, -0.395], [-2.520, -0.373, 0.449], [2.518, 0.206, -0.062], [-1.973, 0.481, -0.318], [0.343, -0.703, 0.368], [-1.940, 1.538, 0.011], [-2.113, 0.367, -1.410], [2.116, 0.985, -0.706], [3.578, -0.005, 0.057]],
  "spin_multiplicity": 2,
  "gap_ha": [0.2893, 0.3076],
  "mol_weight_g_mol": 292.44
}

version A comes first in stability; the runner-up is 67.9 kcal/mol higher.

Version A
{
  "formula": "C10H13NOS",
  "method": "wB97M-V/def2-TZVPD",
  "symbols": ["S", "O", "N", "C", "C", "C", "C", "C", "C", "C", "C", "C", "C", "H", "H", "H", "H", "H", "H", "H", "H", "H", "H", "H", "H", "H"],
  "coordinates": [[1.861, 1.411, 0.191], [2.179, 1.863, -1.197], [-1.152, -1.282, -0.066], [3.170, 0.274, 0.733], [-1.409, 1.114, 0.083], [0.927, -2.375, -0.493], [0.852, -0.032, 0.019], [-1.933, 1.132, -1.374], [-0.411, -2.352, -0.268], [3.056, -0.950, -0.238], [-0.516, -0.083, -0.020], [1.635, -1.188, -0.316], [-2.432, 0.797, 1.112], [4.206, 0.610, 0.657], [-2.858, 0.583, -1.591], [-2.926, -0.100, 0.828], [-1.150, 0.777, -2.054], [3.272, -0.504, -1.130], [-1.995, 2.165, -1.618], [-0.862, 2.016, 0.238], [-1.982, 0.723, 2.094], [1.562, -3.316, -0.623], [-3.115, 1.610, 1.078], [2.891, 0.029, 1.755], [-0.991, -3.211, -0.549], [3.638, -1.670, 0.219]],
  "spin_multiplicity": 1,
  "gap_ha": 0.3567,
  "mol_weight_g_mol": 195.29
}

Version B
{
  "formula": "C10H13NOS",
  "method": "wB97M-V/def2-TZVPD",
  "symbols": ["S", "O", "N", "C", "C", "C", "C", "C", "C", "C", "C", "C", "C", "H", "H", "H", "H", "H", "H", "H", "H", "H", "H", "H", "H", "H"],
  "coordinates": [[2.256, -0.582, 0.555], [2.715, -1.950, 0.798], [3.170, -1.386, -1.862], [-1.484, -1.903, 0.575], [-1.543, 0.505, 0.464], [2.596, -0.410, -1.346], [-3.635, -0.678, 1.170], [-0.093, -1.931, 0.355], [-0.155, 0.538, 0.339], [0.564, -0.660, 0.322], [-2.234, -0.666, 0.823], [2.369, 1.549, 2.811], [2.391, 0.860, -2.070], [-2.104, 1.426, 0.524], [2.312, 1.726, -1.361], [2.652, 1.996, 1.841], [-3.971, -1.316, 1.924], [0.363, -2.882, 0.158], [-4.313, -0.873, 0.261], [-3.950, 0.384, 1.499], [-1.995, -2.817, 0.957], [3.259, 1.090, 3.441], [0.467, 1.436, 0.095], [1.415, 0.896, -2.564], [3.320, -2.123, -1.162], [3.300, 0.983, -2.683]],
  "spin_multiplicity": 1,
  "gap_ha": [0.2901, 0.2871],
  "mol_weight_g_mol": 195.29
}

version A comes first in stability; the runner-up is 118.3 kcal/mol higher.

Version A
{
  "formula": "C3H5BiO3",
  "method": "wB97M-V/def2-TZVPD",
  "symbols": ["Bi", "O", "O", "O", "C", "C", "C", "H", "H", "H", "H", "H"],
  "coordinates": [[-1.058, 2.362, -0.141], [0.087, 0.804, 0.824], [0.123, 1.379, -1.360], [1.195, -0.544, -0.560], [1.050, 0.766, -0.281], [-0.371, -0.537, 1.117], [0.059, -1.305, -0.118], [-0.715, -1.310, -0.898], [0.557, 2.116, -1.974], [0.392, -2.325, 0.095], [-1.455, -0.527, 1.270], [0.136, -0.880, 2.026]],
  "spin_multiplicity": 1,
  "total_charge": 2,
  "gap_ha": [0.3420, 0.2402],
  "mol_weight_g_mol": 298.05
}

Version B
{
  "formula": "C3H5BiO3",
  "method": "wB97M-V/def2-TZVPD",
  "symbols": ["Bi", "O", "O", "O", "C", "C", "C", "H", "H", "H", "H", "H"],
  "coordinates": [[0.060, 1.814, 0.696], [-1.157, -0.718, 0.412], [1.367, 0.929, -0.529], [-2.868, 0.364, -0.234], [1.239, -0.452, -0.225], [0.250, -0.729, 0.845], [-1.663, 0.451, 0.241], [2.214, -0.722, 0.228], [0.462, -1.070, 1.858], [2.450, -0.230, -1.587], [0.820, -0.863, -1.169], [-3.175, 1.228, -0.536]],
  "spin_multiplicity": 1,
  "total_charge": 2,
  "gap_ha": [0.2160, 0.2823],
  "mol_weight_g_mol": 298.05
}

version A comes first in stability; the runner-up is 56.4 kcal/mol higher.